[1]
{"formula": "C6H6BrCaCl2NO", "method": "the ωB97M-V functional and the def2-TZVPD basis", "symbols": ["Ca", "Cl", "C", "Cl", "H", "H", "O", "C", "C", "C", "N", "C", "Br", "C", "H", "H", "H", "H"], "positions_angstrom": [[1.9568, -0.8525, -0.6678], [4.5670, -0.9141, -0.1214], [4.2598, -0.9295, 1.6135], [2.5232, -0.9756, 1.9010], [4.6672, -0.0155, 2.0584], [4.7169, -1.8215, 2.0561], [-3.8568, 1.6062, -0.5263], [-2.7525, 0.9218, -0.5393], [-2.6681, -0.4840, -0.5442], [-1.4326, -1.0893, -0.5898], [-0.2714, -0.4083, -0.6344], [-0.3631, 0.9322, -0.6094], [1.3383, 1.8411, -0.6735], [-1.5297, 1.6407, -0.5515], [-4.6782, 1.0882, -0.5367], [-3.5632, -1.0901, -0.5177], [-1.3508, -2.1718, -0.5962], [-1.5624, 2.7225, -0.5216]], "nbo_charge": [1.763, -0.021, -0.405, -0.017, 0.277, 0.280, -0.584, 0.443, -0.310, 0.087, -0.730, 0.158, 0.072, -0.309, 0.525, 0.263, 0.229, 0.281], "total_charge": 2, "max_force_ev_per_a": 1.38, "homo_lumo_gap_ev": 9.43}

[2]
{"formula": "C6H6BrClO", "method": "the ωB97M-V functional and the def2-TZVPD basis", "symbols": ["C", "C", "C", "C", "C", "C", "O", "Cl", "Br", "H", "H", "H", "H", "H", "H"], "positions_angstrom": [[-0.8924, -0.1979, -0.1761], [0.3070, -0.7462, 0.1537], [1.3376, 0.1694, 0.4940], [-1.0939, 1.3030, -0.0026], [0.2479, 1.9053, -0.0683], [0.5027, -2.2828, -0.1566], [2.4222, 0.1735, 0.9153], [-1.7513, 1.4784, 1.7026], [0.7764, 2.2686, -1.8539], [-1.8111, -0.7450, -0.4209], [-1.9801, 1.6388, -0.5678], [0.2897, 2.7038, 0.5446], [1.4620, -2.2985, -0.7534], [-0.4298, -2.5383, -0.5793], [0.6130, -2.8322, 0.7688]], "nbo_charge": [-0.049, -0.190, 0.685, -0.264, -0.408, -0.607, -0.459, -0.080, 0.026, 0.220, 0.240, 0.205, 0.234, 0.221, 0.225], "max_force_ev_per_a": 4.20, "homo_lumo_gap_ev": 8.20}

[3]
{"formula": "C6H6BrNO4", "method": "the ωB97M-V functional and the def2-TZVPD basis", "symbols": ["C", "C", "C", "C", "C", "C", "N", "O", "O", "O", "O", "Br", "H", "H", "H", "H", "H", "H"], "positions_angstrom": [[-0.7218, 2.6128, -0.4221], [-1.0855, 1.2729, -0.6933], [0.3491, 2.5337, 0.3704], [-0.1688, 0.4919, -0.1542], [1.2243, -1.8210, 0.1857], [-0.0802, -1.0144, -0.1046], [-1.3045, -1.5099, 1.2220], [-1.1668, -0.7637, 2.1498], [-2.0723, -2.3707, 1.0195], [0.7299, 1.2254, 0.5020], [2.3315, -1.1564, -0.3047], [-0.9934, -1.6367, -1.7188], [-1.1815, 3.5199, -0.9841], [-1.8461, 0.9903, -1.4875], [1.1180, 3.3028, 0.6108], [1.4764, -1.8631, 1.3502], [1.2224, -2.8576, -0.3292], [2.1694, -0.9563, -1.2120]], "nbo_charge": [-0.306, -0.261, 0.096, 0.155, -0.125, -0.016, 0.558, -0.368, -0.322, -0.385, -0.692, 0.063, 0.246, 0.247, 0.217, 0.224, 0.203, 0.465], "max_force_ev_per_a": 4.42, "homo_lumo_gap_ev": 9.33}

[4]
{"formula": "C6H6BrNS", "method": "the ωB97M-V functional and the def2-TZVPD basis", "symbols": ["C", "C", "C", "C", "S", "C", "Br", "C", "N", "H", "H", "H", "H", "H", "H"], "positions_angstrom": [[-0.2012, -1.1163, -0.0125], [0.7202, -0.0357, -0.4643], [0.1686, 1.2173, 0.1059], [0.7443, 1.8150, 1.1572], [1.9755, 0.8855, 1.9180], [2.2034, -0.1897, 0.4028], [3.7135, 0.1311, -0.8257], [2.2613, -1.4857, 0.9742], [2.3542, -2.5206, 1.4188], [-0.5143, -1.1527, 1.0817], [0.0774, -2.2045, -0.1732], [-1.2373, -1.0971, -0.6131], [1.0234, 0.1282, -1.5085], [-0.7826, 1.5246, -0.3325], [0.5150, 2.7710, 1.6531]], "nbo_charge": [-0.665, -0.239, -0.203, -0.387, 0.340, -0.305, 0.081, 0.200, -0.279, 0.246, 0.246, 0.233, 0.255, 0.227, 0.251], "max_force_ev_per_a": 4.97, "homo_lumo_gap_ev": 8.94, "smiles": "C[C@H]1C=CS[C@@]1(Br)C#N"}

In the order shown, the computed lowest unoccupied orbital energy values come out to -7.372; -0.550; 0.095; 0.094 eV.